1.
DFT (ωB97M-V/def2-TZVPD) results for a molecular structure, C20H15BF2I2N3ORu.

The geometry in XYZ format:
```
45
Properties=species:S:1:pos:R:3
Ru 0.010 -0.554 -0.042
I 4.334 3.515 -3.249
C 3.754 2.076 -1.855
C 4.388 0.846 -1.832
C 3.998 -0.099 -0.894
I 5.004 -1.918 -0.808
C 2.966 0.162 0.005
O 2.637 -0.776 0.943
C 2.339 1.422 -0.009
C 1.236 1.825 0.947
N -0.107 1.542 0.366
C -1.209 2.019 1.224
C -2.513 1.772 0.514
C -3.308 2.820 0.089
C -4.477 2.557 -0.612
C -4.817 1.244 -0.875
C -3.982 0.238 -0.417
N -2.864 0.499 0.261
C 2.754 2.366 -0.943
H 5.186 0.622 -2.525
H 1.332 2.897 1.160
H 1.309 1.274 1.884
H -0.170 2.025 -0.528
H -1.113 3.087 1.441
H -1.174 1.460 2.157
H -3.007 3.835 0.309
H -5.106 3.370 -0.951
H -5.714 0.989 -1.418
H -4.189 -0.811 -0.574
H 2.290 3.346 -0.945
F -2.627 -1.937 0.407
B -1.874 -0.844 0.768
F -1.847 -0.656 2.156
N -1.473 -6.053 -0.147
C -0.797 -5.135 0.010
C 0.047 -3.997 0.210
C 0.461 -3.250 -0.880
C 1.303 -2.127 -0.742
C 1.605 -1.698 0.608
C 1.228 -2.524 1.709
C 0.460 -3.635 1.514
H 0.176 -3.562 -1.876
H 1.834 -1.761 -1.614
H 1.564 -2.234 2.696
H 0.151 -4.238 2.357
```

For the lowest unoccupied orbital energy (spin up / spin down), the calculation gives -0.5 / -0.5 eV. Its frontier orbital gap (spin up / spin down) is 6.3 / 6.0 eV. Its spin multiplicity is 2. As for the net charge: 0. The value obtained for the relative energy (zero: lowest compared OMol25 entry of this formula, charge and spin) is 286.21 kJ/mol. As for the HOMO energy (spin up / spin down): -6.79 / -6.49 eV.

Here are the Mulliken charges for atoms 1 to 8, given in e:
1 Ru 0.250
2 I 0.096
3 C -0.424
4 C -0.234
5 C -0.187
6 I 0.134
7 C 0.171
8 O -0.428

2.
DFT (ωB97M-V/def2-TZVPD) results for 2 unconnected molecules or ions with the total composition C23H15F5N4O2.

The geometry in XYZ format:
```
49
Properties=species:S:1:pos:R:3
N 2.335 0.688 -1.710
C 2.655 2.007 -1.615
N 4.001 2.212 -1.544
C 4.567 0.960 -1.578
C 6.039 0.766 -1.585
O 6.890 1.633 -1.580
C 3.504 0.016 -1.663
H 1.919 2.789 -1.613
H 6.280 -0.329 -1.603
H 3.621 -1.057 -1.697
C -2.100 4.612 0.315
N -2.275 3.387 1.072
C -3.023 3.396 2.233
C -3.025 2.124 2.719
N -2.298 1.341 1.823
C -2.145 -0.086 1.939
C -1.463 -0.607 3.031
F -0.947 0.248 3.947
C -1.243 -1.976 3.161
F -0.622 -2.477 4.251
C -1.685 -2.834 2.154
F -1.468 -4.162 2.252
C -2.370 -2.331 1.046
F -2.784 -3.166 0.068
C -2.619 -0.965 0.966
F -3.327 -0.468 -0.075
C -1.788 2.140 0.859
C -0.970 1.735 -0.286
C -0.176 0.524 -0.196
C 0.352 -0.018 -1.352
C 0.474 -1.478 -1.497
C 0.266 -2.167 -2.715
C 0.446 -3.551 -2.778
C 0.851 -4.261 -1.637
C 1.107 -3.577 -0.446
C 0.927 -2.195 -0.385
O -1.027 2.405 -1.345
H -1.531 4.420 -0.592
H -3.090 5.012 0.070
H -1.594 5.352 0.946
H -3.483 4.300 2.563
H -3.502 1.751 3.598
H 0.044 0.102 0.783
H 0.354 0.555 -2.260
H -0.044 -1.596 -3.595
H 0.266 -4.088 -3.715
H 1.050 -5.335 -1.699
H 1.459 -4.103 0.442
H 1.192 -1.649 0.523
```

For the lowest unoccupied orbital energy, the calculation gives -1.4 eV. Its frontier orbital gap is 5.8 eV. As for the net charge: 0. As for the HOMO energy: -7.14 eV.

Here are the Mulliken charges for atoms 1 to 8, given in e:
1 N -0.085
2 C -0.414
3 N -0.680
4 C 0.440
5 C -0.192
6 O -0.527
7 C -0.443
8 H 0.487

3.
DFT (ωB97M-V/def2-TZVPD) results for 10 unconnected molecules or ions with the total composition C40H80O30.

The geometry in XYZ format:
```
150
Properties=species:S:1:pos:R:3
C -4.645 -1.276 -2.607
C -4.978 -2.685 -2.161
O -5.501 -2.699 -0.832
C -4.664 -2.767 0.190
O -3.465 -2.897 0.102
O -5.354 -2.608 1.303
C -4.621 -2.692 2.532
H -3.806 -0.879 -2.040
H -5.504 -0.605 -2.667
H -4.365 -1.332 -3.667
H -4.056 -3.251 -2.251
H -5.710 -3.159 -2.806
H -4.159 -3.663 2.688
H -5.347 -2.461 3.304
H -3.846 -1.923 2.509
C 2.559 3.780 -7.928
C 1.401 4.300 -7.114
O 0.532 3.245 -6.693
C 0.808 2.685 -5.522
O 1.652 3.039 -4.745
O -0.015 1.648 -5.373
C -0.041 1.045 -4.085
H 3.211 4.600 -8.241
H 2.218 3.369 -8.880
H 3.164 3.063 -7.377
H 0.784 4.972 -7.710
H 1.736 4.893 -6.264
H -0.021 1.755 -3.253
H 0.876 0.468 -3.966
H -0.938 0.448 -3.971
C 3.066 2.106 4.373
C 2.389 1.185 3.392
O 3.288 0.909 2.309
C 3.912 -0.251 2.305
O 3.860 -1.124 3.134
O 4.667 -0.298 1.196
C 5.412 -1.473 0.975
H 3.351 3.065 3.941
H 3.868 1.582 4.894
H 2.397 2.392 5.189
H 1.499 1.681 3.009
H 1.990 0.256 3.796
H 4.861 -2.359 1.287
H 6.397 -1.435 1.444
H 5.617 -1.562 -0.093
C -0.952 -5.017 1.209
C -1.051 -3.686 1.917
O -0.390 -3.857 3.164
C -0.605 -3.029 4.179
O -1.299 -2.038 4.162
O -0.029 -3.588 5.232
C -0.167 -2.981 6.508
H 0.063 -5.407 1.146
H -1.425 -5.010 0.229
H -1.535 -5.755 1.773
H -2.092 -3.403 2.037
H -0.605 -2.904 1.294
H -0.115 -3.754 7.273
H -1.086 -2.424 6.660
H 0.711 -2.360 6.687
C 1.144 4.045 1.913
C 1.064 4.818 3.248
O 2.278 5.475 3.575
C 2.710 6.415 2.731
O 2.129 6.890 1.799
O 3.931 6.757 3.137
C 4.551 7.819 2.412
H 2.009 3.389 1.975
H 1.354 4.777 1.132
H 0.181 3.634 1.617
H 0.763 4.210 4.095
H 0.261 5.541 3.068
H 5.588 7.803 2.743
H 4.129 8.768 2.746
H 4.493 7.700 1.335
C -2.287 0.059 0.235
C -1.032 0.912 0.158
O 0.097 0.085 0.431
C 0.647 -0.649 -0.514
O 0.343 -0.671 -1.687
O 1.568 -1.400 0.091
C 2.161 -2.463 -0.598
H -2.154 -0.836 -0.386
H -3.079 0.569 -0.313
H -2.563 -0.339 1.208
H -1.117 1.675 0.929
H -0.963 1.372 -0.826
H 2.157 -2.369 -1.683
H 1.711 -3.443 -0.413
H 3.218 -2.572 -0.360
C -1.187 1.104 3.632
C -1.265 1.016 5.133
O 0.091 0.927 5.591
C 0.347 0.492 6.804
O -0.420 -0.037 7.560
O 1.648 0.732 7.046
C 2.174 0.102 8.211
H -0.891 2.089 3.258
H -2.189 0.989 3.205
H -0.556 0.350 3.168
H -1.887 0.161 5.385
H -1.691 1.921 5.568
H 2.376 -0.956 8.049
H 1.566 0.360 9.074
H 3.156 0.553 8.367
C -0.669 -3.651 -2.338
C -1.318 -4.952 -2.811
O -1.530 -4.908 -4.210
C -2.772 -4.786 -4.659
O -3.782 -4.732 -4.006
O -2.719 -4.728 -5.982
C -3.960 -4.657 -6.658
H -1.344 -2.800 -2.453
H 0.304 -3.471 -2.789
H -0.519 -3.649 -1.256
H -2.219 -5.103 -2.217
H -0.655 -5.785 -2.575
H -3.771 -4.468 -7.707
H -4.584 -3.872 -6.219
H -4.565 -5.557 -6.525
C 3.226 1.245 -2.072
C 3.532 -0.008 -2.852
O 4.824 -0.527 -2.545
C 5.028 -1.791 -2.930
O 4.203 -2.620 -3.190
O 6.338 -1.970 -2.976
C 6.821 -3.267 -3.286
H 3.325 1.091 -0.989
H 2.201 1.579 -2.210
H 3.911 2.071 -2.265
H 3.498 0.234 -3.923
H 2.725 -0.730 -2.740
H 6.374 -3.998 -2.607
H 7.901 -3.307 -3.237
H 6.470 -3.529 -4.287
C -5.286 1.638 1.087
C -5.137 3.001 0.471
O -4.032 3.084 -0.450
C -4.204 2.655 -1.690
O -5.208 2.163 -2.137
O -3.080 2.872 -2.360
C -3.156 2.701 -3.774
H -4.398 1.365 1.654
H -5.460 0.902 0.297
H -6.172 1.550 1.715
H -4.839 3.791 1.162
H -6.077 3.326 0.022
H -3.602 1.744 -4.057
H -2.185 2.803 -4.239
H -3.902 3.413 -4.135
```

For the lowest unoccupied orbital energy, the calculation gives 0.6 eV. Its frontier orbital gap is 11.1 eV. As for the net charge: 0. The value obtained for the relative energy (zero: lowest compared OMol25 entry of this formula, charge and spin) is 51.58 kJ/mol. The structure (SMILES) is CCOC(=O)OC.CCOC(=O)OC.CCOC(=O)OC.CCOC(=O)OC.CCOC(=O)OC.CCOC(=O)OC.CCOC(=O)OC.CCOC(=O)OC.CCOC(=O)OC.CCOC(=O)OC. As for the HOMO energy: -10.53 eV.

Here are the Mulliken charges for atoms 1 to 8, given in e:
1 C -0.759
2 C 0.070
3 O -0.418
4 C 0.626
5 O -0.085
6 O -0.430
7 C -0.459
8 H -0.182

4.
DFT (ωB97M-V/def2-TZVPD) results for a molecular structure, C6H12NPS3.

The geometry in XYZ format:
```
23
Properties=species:S:1:pos:R:3
C 2.788 -0.452 0.044
C 5.132 0.215 -0.272
C -1.186 -1.688 1.183
C -1.788 1.431 -1.023
C -0.896 -0.275 1.609
C -0.450 0.687 -1.069
N 1.593 -0.785 0.286
P 0.425 0.554 0.539
S 1.000 2.311 1.134
S 4.228 -1.418 -0.282
S 3.565 1.152 0.117
H 5.739 0.114 0.594
H 5.412 0.300 -1.323
H -1.353 -1.595 0.098
H -0.462 -2.295 1.459
H -2.115 -2.128 1.661
H -2.471 0.939 -0.495
H -1.569 2.315 -0.462
H -2.221 1.535 -1.960
H -0.625 -0.234 2.653
H -1.751 0.310 1.487
H 0.386 1.036 -1.646
H -0.745 -0.373 -1.493
```

For the lowest unoccupied orbital energy, the calculation gives 0.2 eV. Its frontier orbital gap is 8.7 eV. As for the net charge: 0. The value obtained for the relative energy (zero: lowest compared OMol25 entry of this formula, charge and spin) is 0.00 kJ/mol. As for the HOMO energy: -8.54 eV.

Here are the Mulliken charges for atoms 1 to 8, given in e:
1 C 0.344
2 C -0.614
3 C -1.143
4 C -1.355
5 C -0.647
6 C -0.448
7 N -0.512
8 P 0.582

5.
DFT (ωB97M-V/def2-TZVPD) results for 2 unconnected molecules or ions with the total composition C5H12N2O.

The geometry in XYZ format:
```
20
Properties=species:S:1:pos:R:3
C 1.060 -2.072 -0.095
C 1.509 1.427 -0.434
C -2.024 0.414 -0.608
N 0.917 0.135 -0.647
N 1.542 -0.840 0.014
C -1.202 -0.007 0.575
C -1.171 0.690 1.717
O 0.509 -2.453 -1.272
H 0.326 -1.624 -1.749
H 2.035 -0.611 0.884
H 1.420 -2.864 0.536
H -0.960 -1.099 0.594
H 2.585 1.446 -0.650
H 1.369 1.775 0.600
H 1.000 2.129 -1.095
H -3.025 -0.012 -0.563
H -2.092 1.499 -0.674
H -1.541 0.063 -1.521
H -1.593 1.682 1.790
H -0.664 0.321 2.598
```

For the lowest unoccupied orbital energy (spin up / spin down), the calculation gives 0.9 / 0.9 eV. Its frontier orbital gap (spin up / spin down) is 8.0 / 8.0 eV. As for the net charge: 0. The value obtained for the relative energy (zero: lowest compared OMol25 entry of this formula, charge and spin) is 471.73 kJ/mol. As for the HOMO energy (spin up / spin down): -7.13 / -7.13 eV.

Here are the Mulliken charges for atoms 1 to 8, given in e:
1 C -0.194
2 C -0.995
3 C -1.155
4 N -0.597
5 N 0.209
6 C 0.432
7 C -0.871
8 O -0.471

6.
DFT (ωB97M-V/def2-TZVPD) results for a molecular structure, C5H16NO.

The geometry in XYZ format:
```
23
Properties=species:S:1:pos:R:3
C -0.234 -0.090 -2.214
C -0.081 -1.056 -1.053
C -1.135 -1.059 0.070
C -1.176 0.173 0.908
C -1.646 1.470 0.327
N 1.697 -0.763 1.488
H -0.008 0.908 -1.840
H -1.197 -0.115 -2.700
H 0.583 -0.257 -2.915
H 0.788 -0.714 -0.509
H -2.117 -1.339 -0.302
H -0.667 -1.802 0.750
H -1.658 -0.021 1.879
H -0.144 0.220 1.396
H -2.334 1.988 0.989
H -0.782 2.146 0.177
H -2.001 1.330 -0.695
H 1.869 -0.646 2.503
H 0.089 -2.080 -1.407
H 2.224 -1.541 1.077
H 1.834 0.203 0.856
H 2.886 1.502 0.288
O 1.956 1.210 0.197
```

For the lowest unoccupied orbital energy, the calculation gives -9.9 eV. Its frontier orbital gap is 4.9 eV. As for the net charge: +1. The value obtained for the relative energy (zero: lowest compared OMol25 entry of this formula, charge and spin) is 821.12 kJ/mol. As for the HOMO energy: -14.73 eV.

Here are the Mulliken charges for atoms 1 to 8, given in e:
1 C -1.340
2 C 0.245
3 C -0.467
4 C 0.208
5 C -1.176
6 N -0.445
7 H 0.289
8 H 0.321

7.
DFT (ωB97M-V/def2-TZVPD) results for 2 unconnected molecules or ions with the total composition C4H10NO2S.

The geometry in XYZ format:
```
18
Properties=species:S:1:pos:R:3
O 1.334 1.319 -0.647
C 0.409 0.537 -0.470
N 0.456 -0.208 0.696
C -0.518 -1.040 1.392
C -1.943 -0.724 1.004
S -3.082 -1.501 2.253
C -0.840 0.438 -1.371
H 1.257 0.062 1.153
H -0.259 -2.138 1.236
H -0.360 -0.994 2.487
H -2.269 0.200 1.258
H -2.364 -1.189 0.113
H -0.933 -0.645 -1.565
H -0.868 0.839 -2.405
H -1.670 0.800 -0.797
H 3.211 1.601 -0.979
H 4.353 0.913 -1.934
O 4.087 1.729 -1.423
```

For the lowest unoccupied orbital energy, the calculation gives 3.2 eV. Its frontier orbital gap is 5.9 eV. As for the net charge: -1. The value obtained for the relative energy (zero: lowest compared OMol25 entry of this formula, charge and spin) is 186.11 kJ/mol. As for the HOMO energy: -2.66 eV.

Here are the Mulliken charges for atoms 1 to 8, given in e:
1 O -0.723
2 C 0.597
3 N -0.098
4 C -0.422
5 C -0.799
6 S -0.641
7 C -1.041
8 H 0.216

8.
DFT (ωB97M-V/def2-TZVPD) results for 3 unconnected molecules or ions with the total composition C17H32BrCl4NO4P.

The geometry in XYZ format:
```
60
Properties=species:S:1:pos:R:3
C 3.497 -0.350 -0.158
C 3.499 0.807 -1.146
O 3.195 2.020 -0.459
P 3.040 3.306 -1.394
O 4.117 3.416 -2.373
C 1.414 3.235 -2.231
C 0.571 2.022 -1.810
C -0.936 2.243 -1.874
C -1.671 1.148 -1.059
C -1.086 -0.285 -1.144
C -1.483 -0.605 -2.586
N -2.887 -0.131 -2.500
C -3.020 0.820 -1.641
C -4.333 1.413 -1.316
C -4.252 2.338 -0.115
O -3.553 3.328 -0.066
Br -5.346 1.804 1.390
O 3.001 4.530 -0.389
C 2.178 4.424 0.786
C 0.777 4.967 0.596
H 2.711 -1.055 -0.409
H 3.288 -0.002 0.846
H 4.430 -0.895 -0.168
H 2.768 0.581 -1.915
H 4.463 0.868 -1.627
H 1.655 3.164 -3.284
H 0.889 4.171 -2.098
H 0.832 1.199 -2.465
H 0.814 1.699 -0.804
H -1.202 3.219 -1.491
H -1.290 2.217 -2.902
H -1.792 1.539 -0.058
H -0.057 -0.441 -0.869
H -1.739 -0.901 -0.538
H -1.442 -1.663 -2.795
H -0.969 -0.028 -3.338
H -3.646 -0.556 -3.013
H -5.002 0.592 -1.069
H -4.788 1.915 -2.163
H 2.142 3.414 1.182
H 2.653 5.029 1.547
H 0.323 5.192 1.551
H 0.813 5.855 -0.023
H 0.134 4.249 0.093
Cl -1.418 -1.785 1.506
C -0.321 -2.819 2.474
C 1.119 -2.655 2.068
Cl 1.455 -3.319 0.444
H -0.646 -3.851 2.361
H -0.444 -2.520 3.513
H 1.760 -3.193 2.764
H 1.413 -1.608 2.066
Cl -0.316 -6.140 1.773
C -0.947 -7.447 2.815
C -0.681 -7.184 4.274
Cl 1.054 -7.274 4.665
H -0.492 -8.377 2.487
H -2.020 -7.505 2.641
H -1.186 -7.935 4.878
H -1.039 -6.202 4.572
```

For the lowest unoccupied orbital energy, the calculation gives -4.2 eV. Its frontier orbital gap is 8.1 eV. As for the net charge: +1. As for the HOMO energy: -12.34 eV.

Here are the Mulliken charges for atoms 1 to 8, given in e:
1 C -0.979
2 C -0.248
3 O -0.347
4 P 0.823
5 O -0.788
6 C -1.083
7 C -0.772
8 C -1.594